Record 1
Formula: C12H38O7
Source: OMol25
Level of theory: wB97M-V/def2-TZVPD

The maximum force is 2.718 eV/Å. Its SMILES is CC(C)O.CC(C)O.CC(C)O.CC(C)O.O.O.O. Its gap between HOMO and LUMO is 10.382 eV. Its LUMO energy is 0.363 eV. As for the relative energy (zero: lowest compared OMol25 entry of this formula, charge and spin): 37.52 kcal per mole. The calculation puts the HOMO energy at -10.019 eV.

Geometry (Å):
O1 2.28 -3.08 1.80
H1 1.63 -2.46 1.47
H2 1.76 -3.75 2.24
O2 0.17 -0.33 0.28
H3 -0.70 0.00 0.48
H4 0.01 -1.10 -0.27
O3 -1.30 -2.17 -1.33
H5 -2.18 -2.53 -1.25
H6 -0.84 -2.75 -1.94
C1 -2.56 -0.54 3.22
C2 -3.78 -0.55 4.20
C3 -3.64 0.62 5.19
O4 -5.01 -0.30 3.56
H7 -2.40 -1.49 2.71
H8 -1.72 -0.34 3.89
H9 -2.63 0.36 2.61
H10 -3.90 -1.48 4.74
H11 -2.69 0.54 5.71
H12 -4.50 0.63 5.86
H13 -3.72 1.49 4.54
H14 -5.73 -0.42 4.18
C4 3.29 0.81 -1.89
C5 3.98 2.08 -1.41
C6 2.93 3.23 -1.34
O5 4.72 1.84 -0.20
H15 2.71 1.06 -2.78
H16 2.59 0.46 -1.12
H17 3.98 0.04 -2.25
H18 4.75 2.33 -2.15
H19 3.36 4.20 -1.10
H20 2.15 3.10 -0.59
H21 2.54 3.29 -2.35
H22 4.21 1.24 0.35
C7 -1.70 2.30 -0.62
C8 -2.31 3.07 0.56
C9 -1.68 4.51 0.66
O6 -3.69 3.20 0.46
H23 -0.66 2.03 -0.41
H24 -1.76 2.83 -1.57
H25 -2.25 1.36 -0.74
H26 -2.16 2.54 1.50
H27 -0.62 4.38 0.85
H28 -2.05 5.03 1.55
H29 -1.84 5.13 -0.22
H30 -4.08 2.36 0.22
C10 2.67 -4.24 -3.99
C11 1.76 -3.94 -2.85
C12 2.16 -2.77 -2.07
O7 0.55 -3.62 -3.50
H31 3.60 -4.35 -3.42
H32 2.85 -3.47 -4.73
H33 2.41 -5.05 -4.67
H34 1.58 -4.83 -2.25
H35 1.55 -2.63 -1.17
H36 2.02 -1.83 -2.60
H37 3.17 -2.74 -1.65
H38 0.73 -3.27 -4.38


Record 2
Formula: C7H7N3O2
Source: OMol25
Level of theory: wB97M-V/def2-TZVPD

The maximum force is 6.362 eV/Å. Its gap between HOMO and LUMO (spin up / spin down) is 7.158 / 7.156 eV. Its LUMO energy (spin up / spin down) is 0.386 / 0.385 eV. As for the relative energy (zero: lowest compared OMol25 entry of this formula, charge and spin): 61.40 kcal per mole. The calculation puts the HOMO energy (spin up / spin down) at -6.773 / -6.771 eV.

Geometry (Å):
C1 2.87 -1.20 0.04
C2 2.41 0.34 0.07
C3 0.63 -1.18 -0.02
C4 -0.79 -1.51 -0.14
C5 -1.66 -0.52 -0.10
C6 -0.01 1.21 0.07
C7 -2.27 1.75 -0.01
N1 0.99 0.19 0.06
N2 1.75 -1.93 -0.08
N3 -1.29 0.78 -0.07
O1 3.06 1.38 0.05
O2 0.27 2.37 0.22
H1 3.88 -1.30 0.18
H2 -1.00 -2.55 -0.37
H3 -2.71 -0.72 -0.08
H4 -1.90 2.60 0.64
H5 -2.65 2.02 -1.06
H6 -3.23 1.26 0.52
H7 1.64 -2.98 0.11


Record 3
Formula: C4H13N2OP
Source: OMol25
Level of theory: wB97M-V/def2-TZVPD

The maximum force is 5.627 eV/Å. Its gap between HOMO and LUMO (spin up / spin down) is 4.515 / 7.169 eV. Its LUMO energy (spin up / spin down) is 1.209 / -3.360 eV. As for the relative energy (zero: lowest compared OMol25 entry of this formula, charge and spin): 49.39 kcal per mole. The spin multiplicity is 3. The calculation puts the HOMO energy (spin up / spin down) at -3.306 / -10.529 eV.

Geometry (Å):
C1 0.91 2.18 1.36
C2 -0.83 0.90 -1.38
C3 0.90 0.99 0.40
C4 -0.38 0.46 -0.07
N1 -1.43 -2.37 -0.72
N2 0.66 -1.88 1.14
O1 1.05 -1.80 -1.52
P1 0.05 -1.58 -0.44
H1 0.00 2.87 1.33
H2 0.87 1.77 2.37
H3 1.85 2.72 1.34
H4 -0.85 1.97 -1.46
H5 0.09 0.60 -2.12
H6 -1.82 0.52 -1.83
H7 1.36 0.12 0.95
H8 1.45 1.21 -0.55
H9 -1.17 0.39 0.71
H10 -2.23 -1.79 -0.78
H11 -1.30 -2.91 -1.68
H12 0.87 -2.83 1.20
H13 -0.05 -1.55 1.77


Record 4
Formula: C9H7Cl2CoNO3Yb
Source: OMol25
Level of theory: wB97M-V/def2-TZVPD

The maximum force is 12.524 eV/Å. Its gap between HOMO and LUMO (spin up / spin down) is 8.152 / 4.091 eV. Its LUMO energy (spin up / spin down) is -14.393 / -18.275 eV. The spin multiplicity is 6. The calculation puts the HOMO energy (spin up / spin down) at -22.545 / -22.365 eV. As for the charge: +4.

Geometry (Å):
Yb1 0.02 -1.65 -5.05
Co1 0.07 -1.47 -0.22
Cl1 -0.95 0.53 -5.26
Cl2 0.14 -1.98 -2.47
C1 -0.86 -2.67 0.68
C2 -0.46 -0.63 -7.49
C3 0.28 -2.98 -7.38
O1 -1.46 -3.31 1.47
O2 -0.57 -0.46 -8.62
O3 0.24 -3.29 -8.49
C4 0.39 2.75 4.44
C5 0.27 1.61 3.44
C6 1.41 1.01 2.92
C7 1.33 0.05 1.92
N1 0.12 -0.35 1.43
C8 -1.02 0.15 1.98
C9 -0.96 1.15 2.96
H1 0.87 2.43 5.38
H2 0.97 3.59 4.02
H3 -0.61 3.12 4.70
H4 2.37 1.38 3.26
H5 2.21 -0.40 1.46
H6 -1.97 -0.22 1.59
H7 -1.85 1.63 3.32


Record 5
Formula: C5H6O
Source: OMol25
Level of theory: wB97M-V/def2-TZVPD

The maximum force is 0.561 eV/Å. Its SMILES is CC#CC(C)=O. Its gap between HOMO and LUMO is 10.886 eV. Its LUMO energy is 0.772 eV. As for the relative energy (zero: lowest compared OMol25 entry of this formula, charge and spin): 33.68 kcal per mole. The calculation puts the HOMO energy at -10.114 eV.

Geometry (Å):
C1 1.55 -0.63 -1.92
C2 0.68 0.07 -0.97
C3 -0.01 0.67 -0.18
C4 -0.88 1.12 0.91
O1 -1.21 2.28 1.08
C5 -1.31 -0.03 1.76
H1 1.26 -1.68 -2.02
H2 1.48 -0.15 -2.90
H3 2.58 -0.59 -1.58
H4 -1.79 -0.77 1.12
H5 -0.40 -0.54 2.11
H6 -1.95 0.26 2.59


Record 6
Formula: C4H6O2
Source: OMol25
Level of theory: wB97M-V/def2-TZVPD

The maximum force is 0.503 eV/Å. Its SMILES is O=CCCC=O. Its gap between HOMO and LUMO is 10.864 eV. Its LUMO energy is 0.929 eV. As for the relative energy (zero: lowest compared OMol25 entry of this formula, charge and spin): 23.91 kcal per mole. The calculation puts the HOMO energy at -9.935 eV.

Geometry (Å):
O1 0.12 -0.71 1.94
C1 -0.02 -1.31 0.90
O2 -1.90 0.76 0.17
C2 -0.84 1.34 0.09
C3 0.40 0.75 -0.53
C4 0.44 -0.78 -0.44
H1 -0.47 -2.32 0.89
H2 -0.73 2.38 0.47
H3 0.38 1.05 -1.59
H4 1.29 1.21 -0.10
H5 -0.15 -1.25 -1.23
H6 1.48 -1.12 -0.57


Record 7
Formula: C5H11NO2
Source: OMol25
Level of theory: wB97M-V/def2-TZVPD

The maximum force is 4.457 eV/Å. Its SMILES is COC(C)=O.C=CN. Its gap between HOMO and LUMO is 9.134 eV. Its LUMO energy is 0.918 eV. As for the relative energy (zero: lowest compared OMol25 entry of this formula, charge and spin): 59.04 kcal per mole. The calculation puts the HOMO energy at -8.216 eV.

Geometry (Å):
C1 -1.28 0.98 0.79
C2 -1.63 0.58 -0.47
C3 0.56 -2.05 -1.19
C4 1.59 1.33 -0.20
C5 0.92 0.03 0.16
N1 -1.53 0.21 1.94
O1 0.52 -0.63 -1.16
O2 1.06 -0.66 1.13
H1 -1.18 2.04 1.00
H2 -1.35 -0.77 1.76
H3 -0.91 0.46 2.70
H4 -1.72 1.30 -1.26
H5 -2.00 -0.42 -0.67
H6 1.13 -2.49 -0.36
H7 -0.45 -2.45 -1.14
H8 1.06 -2.37 -2.11
H9 2.34 1.14 -0.96
H10 0.84 2.00 -0.64
H11 2.02 1.79 0.68


Record 8
Formula: CH2NO3PS
Source: OMol25
Level of theory: wB97M-V/def2-TZVPD

The maximum force is 3.832 eV/Å. Its gap between HOMO and LUMO (spin up / spin down) is 4.828 / 4.243 eV. Its LUMO energy (spin up / spin down) is 5.697 / 5.847 eV. As for the relative energy (zero: lowest compared OMol25 entry of this formula, charge and spin): 101.34 kcal per mole. The calculation puts the HOMO energy (spin up / spin down) at 0.869 / 1.604 eV. As for the charge: -2.

Geometry (Å):
C1 -1.26 -1.09 -0.05
N1 -1.74 0.05 -0.08
O1 2.35 0.01 -1.39
O2 2.38 0.13 1.21
O3 0.85 1.58 -0.19
P1 1.56 0.07 -0.08
S1 -1.43 -2.68 0.19
H1 0.03 1.62 0.17
H2 -2.74 0.31 0.21